1.
Computed, not measured: a cluster of 4 separate species, C28H67BBrClFN5O2PS in total, with ωB97M-V/def2-TZVPD.

```
108
Properties=species:S:1:pos:R:3:forces:R:3
C 3.996452 -2.357324 1.680944 0.1 0.0 0.1
C 2.922187 -3.137528 0.933368 -0.1 0.1 -0.2
Br 1.420686 -3.567298 2.098711 -0.2 0.0 0.1
C 2.416756 -2.544905 -0.388931 0.0 -0.1 0.0
C 1.491467 -1.309538 -0.440130 -0.1 -0.1 0.0
Cl 1.711934 -0.625341 -2.085992 0.0 0.0 -0.1
N 0.013323 -1.697536 -0.334416 0.2 0.0 0.0
C -0.942476 -0.598560 -0.783773 0.1 0.0 -0.1
C -2.429700 -0.888338 -0.464874 0.1 0.2 0.1
C -2.863713 -2.260882 0.059455 -0.1 -0.1 -0.1
C -2.908176 -2.388156 1.575170 0.1 0.1 0.0
F -1.735972 -3.020978 2.019326 0.1 0.1 -0.1
C -0.411107 0.741383 -0.225617 0.0 0.3 0.0
N 0.509328 0.551555 0.875713 -0.2 -0.6 0.5
B 0.153728 0.883026 2.243706 0.1 0.0 -0.2
O -0.893851 1.750553 2.402847 -0.1 -0.1 0.3
O 0.819943 0.249461 3.270225 0.1 0.2 0.0
C 1.696266 -0.265179 0.647480 0.0 0.3 0.0
P 3.125393 0.907608 0.429801 -0.1 0.1 0.2
S 3.697992 1.673482 2.105239 0.1 0.0 -0.2
H 4.632527 -1.811433 0.979821 0.0 -0.1 0.0
H 4.637785 -3.044477 2.232432 -0.1 0.0 0.0
H 3.606634 -1.645447 2.408138 -0.1 0.0 -0.1
H 3.310093 -4.118518 0.667664 0.1 0.1 0.0
H 3.301863 -2.288889 -0.975909 0.0 0.0 0.1
H 1.914873 -3.338601 -0.952841 0.0 0.0 0.0
H -0.149332 -1.974503 0.647639 -0.1 0.0 0.0
H -0.152475 -2.535811 -0.892922 0.0 0.0 0.0
H -0.828948 -0.582341 -1.863502 0.0 -0.1 0.0
H -2.971574 -0.690905 -1.391168 0.0 0.0 0.0
H -2.768800 -0.127597 0.242966 0.0 -0.1 0.0
H -2.232320 -3.074500 -0.315270 -0.1 0.0 0.0
H -3.858746 -2.465391 -0.341351 0.0 0.0 0.1
H -3.755837 -2.981470 1.916286 0.1 -0.1 0.0
H -2.930468 -1.411354 2.066859 -0.1 -0.1 0.0
H -1.248193 1.314469 0.168054 0.0 0.0 -0.1
H 0.028544 1.334956 -1.031237 0.1 -0.1 0.0
H -1.155228 1.858268 3.329311 0.1 0.0 -0.3
H 1.400611 0.813239 3.803313 -0.2 -0.1 0.0
H 1.903718 -0.788377 1.581710 0.0 0.0 0.0
H 4.077785 0.213386 -0.337278 0.0 0.0 0.0
H 2.572405 1.786397 -0.512157 0.1 0.0 -0.1
C 2.010584 3.032560 5.015023 -0.1 -0.1 0.0
C 1.208132 2.890683 6.299442 0.0 0.0 0.1
N 2.042527 2.609496 7.451407 0.0 0.0 -0.1
C 1.292143 2.174400 8.619622 0.0 0.0 0.0
C 0.324066 3.170362 9.266262 0.0 0.0 0.0
C 3.120179 3.559363 7.697773 0.0 0.0 0.0
C 2.743411 5.033729 7.881771 0.0 0.0 0.0
H 2.661567 2.165281 4.874041 0.0 0.0 0.0
H 1.338063 3.128172 4.158129 0.0 0.0 0.0
H 2.643913 3.919277 5.011188 0.0 0.0 0.0
H 0.519667 2.043420 6.204298 0.0 0.0 0.0
H 0.573877 3.784264 6.418584 0.0 0.0 0.0
H 2.017670 1.840591 9.365508 0.0 0.0 0.0
H 0.729511 1.284313 8.320717 0.0 0.0 0.0
H 0.844737 3.956116 9.811135 0.0 0.0 0.0
H -0.317308 2.647082 9.977178 0.0 0.0 0.0
H -0.323337 3.644044 8.526605 0.0 0.0 0.0
H 3.829752 3.484606 6.870688 0.0 0.0 0.0
H 3.656901 3.202443 8.579519 0.0 0.0 0.0
H 2.035396 5.365541 7.119979 0.0 0.0 0.0
H 3.635540 5.655036 7.789995 0.0 0.0 0.0
H 2.301214 5.233778 8.855972 0.0 0.0 0.0
C -5.809712 -1.940842 -2.717184 0.1 0.0 0.0
C -5.143996 -3.270699 -3.039885 0.1 0.0 0.0
N -5.804621 -4.401036 -2.417085 0.0 0.1 0.0
C -5.024008 -5.627522 -2.464819 0.0 0.0 0.0
C -4.728915 -6.244725 -3.835571 0.0 0.0 0.0
C -7.228888 -4.535562 -2.704308 0.0 0.0 0.0
C -7.651269 -4.638367 -4.173354 0.0 0.0 0.0
H -5.927779 -1.818387 -1.637998 0.0 0.0 0.0
H -5.204753 -1.117689 -3.102602 0.0 0.0 0.0
H -6.795615 -1.852873 -3.172286 0.0 0.0 0.0
H -4.119985 -3.261106 -2.644802 0.0 0.0 -0.1
H -5.040692 -3.356871 -4.133074 0.0 0.0 0.0
H -5.536290 -6.363652 -1.840509 0.0 0.0 0.0
H -4.070756 -5.415348 -1.966816 0.0 0.0 0.0
H -5.609458 -6.711342 -4.273371 0.0 0.0 0.0
H -3.965671 -7.017862 -3.732558 0.0 0.0 0.0
H -4.354036 -5.502620 -4.542091 0.0 0.0 0.0
H -7.742248 -3.683444 -2.254255 0.0 0.0 0.0
H -7.577542 -5.413549 -2.156199 0.0 0.0 0.0
H -7.150683 -3.889296 -4.789577 0.0 0.0 0.0
H -8.724768 -4.464671 -4.258642 0.0 0.0 0.0
H -7.441419 -5.616556 -4.601990 0.0 0.0 0.0
C 2.901234 2.638692 -7.926505 0.0 0.0 0.0
C 2.363385 2.623773 -6.505264 0.0 0.0 0.0
N 3.357916 2.210387 -5.525848 0.0 0.1 0.0
C 2.799934 1.907167 -4.227191 0.0 -0.1 0.1
C 2.146064 3.039272 -3.422021 0.0 0.0 0.0
C 4.602908 2.968658 -5.525841 0.0 0.0 0.0
C 4.512288 4.483095 -5.310514 0.0 0.0 0.0
H 3.343801 1.674778 -8.180180 0.0 0.0 0.0
H 2.089419 2.842366 -8.624971 0.0 0.0 0.0
H 3.656026 3.411427 -8.072162 0.0 0.0 0.0
H 1.544376 1.900733 -6.439951 0.0 0.0 0.0
H 1.921217 3.607551 -6.282042 0.0 0.0 0.0
H 3.596589 1.457011 -3.624022 0.0 0.0 0.0
H 2.049074 1.121562 -4.382949 0.0 0.0 0.0
H 2.880575 3.727581 -3.006400 0.0 0.0 0.0
H 1.578448 2.617903 -2.585739 0.0 0.0 0.0
H 1.448736 3.615600 -4.030641 0.0 0.0 0.0
H 5.104225 2.782267 -6.476830 0.0 0.0 0.0
H 5.244667 2.523874 -4.760650 0.0 0.0 0.0
H 3.726950 4.927514 -5.923857 0.0 0.0 0.0
H 5.454149 4.951848 -5.598601 0.0 0.0 0.0
H 4.317537 4.749793 -4.272491 0.0 0.0 0.0
```
Positions in Å, forces in eV/Å.

LUMO energy = -2.531 eV
total charge = +1
frontier orbital gap = 0.2659 hartree
highest occupied orbital energy = -9.77 eV

2.
Computed, not measured: a cluster of 7 separate species, C28H67N3O7 in total in a non-equilibrium geometry, with ωB97M-V/def2-TZVPD.

```
105
Properties=species:S:1:pos:R:3:forces:R:3
O 0.344026 3.020225 -3.451217 0.5 -0.5 -0.2
H 0.655326 3.897185 -3.675425 0.1 0.1 -0.1
H -0.453211 3.171103 -2.943404 -0.6 0.4 0.2
O 0.381539 -0.168432 1.446350 0.2 -0.2 0.0
H 1.305645 -0.414922 1.407505 0.4 0.0 -0.1
H 0.091235 -0.460997 2.310274 -0.2 -0.1 0.2
O -0.701283 1.116719 -0.668175 -0.5 0.7 -0.3
H -0.588417 0.726305 -1.534815 0.0 -0.3 -0.5
H -0.390065 0.445918 -0.060392 0.1 -0.1 0.6
C -2.312376 5.152662 -1.526136 -0.1 0.6 -0.1
O -1.977741 3.918662 -2.117469 0.3 -0.3 0.2
H -3.260565 5.080897 -0.993321 -0.2 0.1 -0.2
H -1.574543 5.524325 -0.815100 0.3 -0.2 0.0
H -2.353403 5.882162 -2.334994 -0.3 0.0 0.1
H -1.767447 3.330520 -1.388460 0.0 -0.6 0.2
C 0.994183 0.273330 -6.033959 -1.0 -1.7 -1.0
C 0.956120 -1.039723 -5.179281 -0.4 1.3 0.6
C 2.169131 -1.956770 -5.632011 -2.0 -0.3 0.0
C 2.424295 -3.140385 -4.684704 0.5 1.3 0.9
C 2.789566 -2.446489 -3.316569 -0.2 0.0 -1.0
C 1.637536 -1.590103 -2.716481 -0.8 2.0 0.9
N 1.079621 -0.598290 -3.741791 3.7 -3.0 -1.3
O 0.024139 0.124332 -3.312321 -1.8 0.2 0.7
C 0.531679 -2.478185 -2.049149 0.3 -1.0 -1.5
C 2.288643 -0.631001 -1.663434 0.2 -1.8 -0.3
C -0.444392 -1.666569 -5.433302 0.5 -0.6 -0.8
H 0.046810 0.811088 -5.996453 0.3 0.6 0.9
H 0.818993 -0.139842 -7.027282 0.7 0.1 -0.6
H 1.894986 0.887047 -6.032012 -0.2 -0.1 0.4
H 1.933830 -2.387607 -6.605212 -0.6 0.1 -0.2
H 3.046797 -1.364029 -5.889811 0.2 0.1 0.8
H 3.206007 -3.724158 -5.170754 0.4 -0.1 0.6
H 1.589245 -3.832825 -4.578319 -0.3 0.3 -0.1
H 3.618469 -1.780869 -3.557315 0.0 0.4 -0.1
H 3.231292 -3.057884 -2.529697 -0.5 -0.5 0.0
H 0.869414 -3.321310 -1.446498 0.7 0.4 0.5
H -0.329335 -2.044650 -1.540423 0.3 0.6 -0.2
H 0.155284 -3.057847 -2.892006 -0.6 0.1 -0.2
H 2.868237 -1.316607 -1.045280 0.1 0.1 0.6
H 3.018945 -0.008537 -2.180449 -0.3 0.4 0.2
H 1.565299 -0.109883 -1.036300 0.1 0.2 -0.3
H -0.580664 -2.660463 -5.007014 0.1 0.1 0.4
H -0.555891 -1.839735 -6.503677 0.1 0.0 -0.2
H -1.293922 -1.037945 -5.166434 0.3 0.1 0.4
H 0.291249 1.039908 -3.421732 0.2 0.6 -0.1
C 4.727322 4.116033 2.788342 1.2 -1.2 0.0
C 3.553198 4.598835 1.972470 0.6 -0.3 1.2
C 3.778765 4.025733 0.518353 -0.1 0.7 -0.3
C 2.538030 4.083981 -0.351463 0.5 1.8 0.1
C 1.381844 3.525478 0.369532 -0.8 -0.8 0.0
C 1.042139 4.015365 1.814833 -0.2 -0.1 -1.1
N 2.336276 3.978771 2.578141 -0.7 -0.7 -0.9
O 2.233504 4.191802 3.987922 -0.1 -0.1 -1.1
C 0.290713 5.408342 1.769323 1.1 -0.9 0.4
C 0.012184 2.994093 2.308391 0.4 -0.2 1.4
C 3.625683 6.120741 2.155438 0.0 0.7 -1.3
H 5.662908 4.420264 2.319052 0.0 0.0 -0.4
H 4.857848 4.456333 3.815601 -0.7 0.1 0.0
H 4.699679 3.026589 2.767365 0.2 -0.1 0.3
H 4.541958 4.601896 -0.004788 0.3 0.4 0.4
H 4.190030 3.016780 0.487247 -0.2 -0.2 0.8
H 2.366779 5.136807 -0.575798 -0.1 0.4 0.0
H 2.630219 3.640021 -1.342675 0.3 -0.4 0.1
H 1.575340 2.453142 0.341893 -0.3 -0.3 0.7
H 0.502917 3.620294 -0.268108 -0.3 0.1 0.2
H -0.643907 5.373213 1.209535 0.3 -0.2 -0.3
H 0.998493 6.130476 1.362305 -0.5 0.3 0.0
H -0.016757 5.679701 2.779237 0.3 0.2 0.1
H -0.867158 2.897210 1.671640 0.1 0.5 -0.2
H -0.282177 3.296017 3.313526 -0.4 0.0 0.1
H 0.369233 1.970967 2.426055 0.5 0.2 -0.2
H 4.604541 6.568462 1.983740 0.4 -0.6 -0.8
H 2.966964 6.589580 1.424414 -0.2 0.5 0.5
H 3.561756 6.487768 3.179789 -1.1 -0.4 0.2
H 2.186771 5.144583 4.095757 -0.1 0.5 0.2
C -2.033290 -2.070968 1.766629 -0.2 -0.3 1.5
C -2.831241 -3.388925 2.020803 -0.3 0.7 -0.5
C -1.925988 -4.526108 1.597153 -0.3 -1.5 -0.2
C -2.482366 -5.936845 2.042324 -0.6 1.2 -0.8
C -2.700665 -5.911832 3.526280 1.5 0.1 0.0
C -3.508136 -4.734908 4.106048 -2.7 -1.9 -0.2
N -3.184677 -3.497232 3.479848 2.0 1.5 -1.1
O -4.050941 -2.399835 3.854486 0.6 -1.6 -0.7
C -5.030764 -5.116767 3.957750 -0.9 0.8 0.0
C -3.187841 -4.671393 5.570009 1.0 -0.2 0.3
C -4.069418 -3.382239 1.060128 0.5 -0.2 0.0
H -2.586116 -1.198233 2.114200 -0.3 0.1 -0.5
H -1.630383 -1.956834 0.760280 -0.4 -0.1 0.0
H -1.186018 -2.082494 2.452267 0.2 -0.3 0.0
H -1.786387 -4.436412 0.519857 -0.4 -0.2 -0.3
H -0.897238 -4.365594 1.919651 0.0 -0.2 0.8
H -1.861015 -6.772264 1.719686 0.3 0.2 0.2
H -3.470945 -6.197569 1.664376 -0.1 0.5 -0.9
H -1.672003 -5.856311 3.882492 0.0 -0.1 0.9
H -3.153521 -6.861584 3.810857 0.1 0.2 0.4
H -5.424208 -4.970350 2.951843 0.2 -0.1 -0.3
H -5.422721 -6.077287 4.292247 1.0 -0.6 -0.1
H -5.682243 -4.493459 4.570255 0.3 0.7 0.1
H -3.289394 -5.665689 6.004932 -0.2 0.0 0.1
H -2.119147 -4.458914 5.540900 0.1 0.3 0.7
H -3.727056 -3.941418 6.173739 0.0 0.0 -0.3
H -4.881787 -2.786363 1.476170 -0.3 -0.2 -0.3
H -4.367654 -4.388706 0.766563 -0.4 -0.1 0.6
H -3.827876 -2.962928 0.083434 0.3 0.5 0.2
H -4.678346 -2.586147 3.152171 -1.2 0.9 0.3
```
Positions in Å, forces in eV/Å.

LUMO energy = 0.517 eV
energy relative to the best compared isomer or geometry (same formula, charge and spin) = 224.05 kJ/mol
frontier orbital gap = 0.3064 hartree
highest occupied orbital energy = -7.82 eV